[1]
# C26H34AsF6K3N6O4S

A molecular structure, C26H34AsF6K3N6O4S in a non-equilibrium geometry (the ωB97M-V functional and the def2-TZVPD basis, OMol25).

CARTESIAN COORDINATES (ANGSTROEM)
K1 9.097 -1.633 -16.342
K2 13.509 -0.086 -17.561
K3 13.354 -3.879 -14.328
As1 11.987 0.094 -13.864
F1 11.767 -1.623 -14.198
F2 10.526 0.098 -12.923
F3 12.229 1.806 -13.638
F4 13.503 0.020 -14.813
F5 10.982 0.432 -15.314
F6 12.882 -0.266 -12.429
C1 14.596 0.845 -7.765
C2 13.697 0.288 -8.899
O1 14.218 -1.018 -9.121
S1 14.634 -1.705 -7.697
O2 15.771 -2.527 -7.940
O3 13.474 -2.252 -7.063
O4 14.957 -0.284 -6.977
H1 14.074 1.631 -7.221
H2 15.490 1.343 -8.143
H3 13.850 0.819 -9.836
H4 12.668 0.248 -8.542
N1 17.396 2.312 -16.563
C3 18.659 1.828 -16.796
C4 18.633 0.452 -16.760
C5 17.342 0.070 -16.281
C6 16.618 1.255 -16.228
H5 17.089 3.264 -16.623
H6 19.458 2.493 -17.079
H7 19.488 -0.162 -16.985
H8 16.899 -0.909 -16.220
H9 15.587 1.471 -15.980
N2 6.072 -0.931 -14.089
C7 7.198 -1.506 -13.545
C8 7.086 -2.877 -13.793
C9 5.952 -3.060 -14.602
C10 5.348 -1.846 -14.772
H10 5.829 0.041 -13.989
H11 7.836 -0.949 -12.877
H12 7.674 -3.693 -13.403
H13 5.640 -4.023 -14.973
H14 4.398 -1.522 -15.168
N3 9.336 2.855 -12.997
C11 9.465 4.077 -13.596
C12 8.210 4.591 -13.812
C13 7.303 3.631 -13.269
C14 8.020 2.525 -12.884
H15 10.123 2.263 -12.811
H16 10.444 4.500 -13.751
H17 7.878 5.562 -14.138
H18 6.241 3.803 -13.188
H19 7.698 1.576 -12.489
N4 10.967 -3.095 -11.591
C15 10.680 -3.881 -12.680
C16 11.149 -5.153 -12.425
C17 11.751 -5.153 -11.145
C18 11.710 -3.842 -10.704
H20 10.802 -2.107 -11.510
H21 9.970 -3.516 -13.406
H22 10.976 -5.992 -13.084
H23 12.242 -5.950 -10.613
H24 12.267 -3.441 -9.873
N5 15.562 -1.651 -12.234
C19 16.234 -1.550 -13.418
C20 16.739 -2.798 -13.711
C21 16.310 -3.696 -12.694
C22 15.663 -2.923 -11.743
H25 15.041 -0.925 -11.770
H26 16.142 -0.605 -13.924
H27 17.325 -2.996 -14.595
H28 16.461 -4.761 -12.637
H29 15.090 -3.160 -10.862
N6 14.270 3.062 -11.898
C23 15.092 1.975 -12.151
C24 16.204 2.113 -11.328
C25 16.132 3.414 -10.791
C26 14.983 4.004 -11.205
H30 13.327 3.184 -12.208
H31 14.720 1.244 -12.845
H32 17.016 1.428 -11.152
H33 16.872 3.872 -10.153
H34 14.513 4.946 -10.972

Output
Largest force on an atom in eV/Å: 1.7
Frontier orbital gap in eV: 5.12
Charge: +2
E_LUMO in Ha: -0.25705

[2]
# C26H34ClIN2O18S5

5 unconnected molecules or ions with the total composition C26H34ClIN2O18S5 in a non-equilibrium geometry (the ωB97M-V functional and the def2-TZVPD basis, OMol25).

CARTESIAN COORDINATES (ANGSTROEM)
C1 -0.023 2.556 2.200
C2 1.295 1.920 1.784
C3 2.105 1.459 2.809
C4 3.332 0.907 2.562
C5 3.752 0.801 1.255
C6 2.960 1.247 0.223
C7 1.714 1.813 0.478
I1 0.480 2.534 -1.109
S1 3.647 1.064 -1.412
C8 4.465 -0.515 -1.222
C9 4.492 -1.464 -2.212
C10 5.121 -2.657 -1.941
C11 5.707 -2.907 -0.726
N1 6.323 -4.168 -0.472
C12 5.695 -1.954 0.282
C13 6.300 -2.196 1.638
C14 7.860 -2.313 1.631
C15 8.298 -3.609 2.327
C16 8.391 -3.516 3.879
O1 8.087 -2.206 4.422
C17 9.287 -1.586 4.708
O2 9.711 -1.424 5.823
C18 5.060 -0.748 -0.001
N2 5.050 0.240 1.035
Cl1 6.249 1.487 0.741
H1 -0.767 2.567 1.405
H2 -0.403 1.994 3.059
H3 0.218 3.566 2.550
H4 1.750 1.566 3.830
H5 3.965 0.578 3.380
H6 4.030 -1.266 -3.174
H7 5.106 -3.396 -2.739
H8 6.154 -4.789 -1.256
H9 5.874 -4.576 0.344
H10 6.018 -1.456 2.384
H11 5.901 -3.158 2.001
H12 8.254 -1.421 2.126
H13 8.264 -2.285 0.614
H14 9.291 -3.900 1.960
H15 7.636 -4.447 2.089
H16 7.688 -4.213 4.343
H17 9.386 -3.810 4.231
H18 9.851 -1.255 3.811
C19 1.771 -1.961 0.485
C20 1.932 -3.158 1.395
O3 0.888 -2.995 2.373
S2 -0.376 -2.271 1.694
O4 -1.332 -3.247 1.316
O5 -0.724 -1.148 2.490
O6 0.369 -1.766 0.374
H19 2.194 -1.059 0.924
H20 2.211 -2.129 -0.496
H21 2.907 -3.196 1.874
H22 1.755 -4.092 0.857
C21 -3.348 -0.585 -0.953
C22 -3.333 0.180 0.352
O7 -3.460 1.555 -0.041
S3 -4.360 1.655 -1.364
O8 -5.691 1.968 -0.985
O9 -3.653 2.411 -2.332
O10 -4.306 0.106 -1.772
H23 -2.378 -0.541 -1.452
H24 -3.641 -1.623 -0.822
H25 -2.417 0.027 0.918
H26 -4.192 -0.077 0.975
C23 -9.224 3.233 -1.155
C24 -9.070 2.057 -0.227
O11 -10.093 2.239 0.765
S4 -11.364 2.950 0.088
O12 -12.317 1.959 -0.254
O13 -11.706 4.084 0.867
O14 -10.640 3.438 -1.259
H27 -8.778 4.136 -0.730
H28 -8.792 3.040 -2.132
H29 -8.089 2.020 0.237
H30 -9.263 1.115 -0.745
C25 -6.729 3.859 -5.646
C26 -8.155 4.345 -5.794
O15 -8.920 3.155 -6.017
S5 -8.251 1.933 -5.219
O16 -8.930 1.767 -3.985
O17 -8.055 0.862 -6.121
O18 -6.837 2.632 -4.916
H31 -6.278 3.641 -6.617
H32 -6.102 4.565 -5.107
H33 -8.277 5.037 -6.623
H34 -8.514 4.814 -4.875

Output
Largest force on an atom in eV/Å: 1.6
Frontier orbital gap in eV: 8.42
SMILES string: Cc1ccc2c(c1I)Sc1ccc(N)c(CCCCOC=O)c1N2Cl.O=S1(=O)OCCO1.O=S1(=O)OCCO1.O=S1(=O)OCCO1.O=S1(=O)OCCO1
Charge: 0
E_LUMO in Ha: -0.00923

[3]
# C26H34FI2N4O6PdS2

A molecular structure, C26H34FI2N4O6PdS2 in a non-equilibrium geometry (the ωB97M-V functional and the def2-TZVPD basis, OMol25).

CARTESIAN COORDINATES (ANGSTROEM)
Pd1 0.556 -0.352 0.926
O1 -1.623 -0.432 0.147
S1 -2.682 -1.478 0.331
C1 -2.105 -2.897 -0.727
C2 -0.872 -3.545 -0.121
C3 -0.104 -4.443 -1.098
C4 0.601 -3.667 -2.199
S2 1.973 -2.610 -1.555
O2 1.316 -1.390 -0.964
C5 2.404 -2.029 -3.220
C6 1.677 -0.984 -3.764
C7 1.947 -0.570 -5.057
C8 2.944 -1.198 -5.787
C9 3.680 -2.232 -5.226
C10 3.413 -2.652 -3.932
C11 -3.976 -1.051 -0.870
C12 -3.742 -0.103 -1.847
C13 -4.689 0.097 -2.839
C14 -5.855 -0.651 -2.840
C15 -6.097 -1.578 -1.835
C16 -5.156 -1.777 -0.839
H1 -1.910 -2.469 -1.711
H2 -2.934 -3.599 -0.796
H3 -1.174 -4.139 0.742
H4 -0.198 -2.749 0.224
H5 -0.788 -5.167 -1.548
H6 0.648 -5.000 -0.539
H7 -0.071 -3.018 -2.756
H8 1.084 -4.352 -2.892
H9 0.916 -0.500 -3.167
H10 1.372 0.229 -5.502
H11 3.147 -0.886 -6.801
H12 4.455 -2.720 -5.799
H13 3.975 -3.452 -3.472
H14 -2.815 0.451 -1.833
H15 -4.510 0.827 -3.615
H16 -6.586 -0.504 -3.620
H17 -7.013 -2.151 -1.833
H18 -5.322 -2.507 -0.059
C17 4.208 1.774 2.895
C18 3.985 2.324 1.482
C19 3.767 3.834 1.532
C20 5.168 1.987 0.566
N1 2.741 1.717 0.975
N2 2.795 0.316 0.792
H19 4.905 2.400 3.444
H20 4.618 0.765 2.883
H21 3.259 1.767 3.427
H22 4.645 4.319 1.953
H23 2.907 4.074 2.153
H24 3.605 4.240 0.535
H25 6.069 2.469 0.933
H26 4.983 2.347 -0.446
H27 5.356 0.914 0.528
H28 2.406 2.170 0.127
H29 3.340 -0.075 1.565
H30 3.213 0.025 -0.101
I1 0.912 -1.660 3.160
I2 2.270 -3.819 1.959
F1 -3.721 5.884 3.202
C21 -3.501 4.566 3.172
C22 -2.407 4.054 3.768
N3 -2.132 2.716 3.746
C23 -0.977 2.154 4.407
C24 -0.365 1.045 3.520
O3 -0.003 0.028 4.163
O4 -0.189 1.289 2.328
C25 -2.989 1.813 3.144
O5 -2.761 0.622 3.124
N4 -4.099 2.367 2.570
C26 -4.481 3.713 2.502
O6 -5.493 4.038 1.944
H31 -1.706 4.698 4.280
H32 -1.248 1.730 5.379
H33 -0.220 2.932 4.538
H34 -4.744 1.712 2.138

Output
Largest force on an atom in eV/Å: 2.8
Frontier orbital gap in eV: 5.39
Charge: +1
Energy above the lowest of the compared OMol25 structures with the same formula, charge and spin in kcal/mol: 67.0
E_LUMO in Ha: -0.19957